(1)
Molecular formula: C2H9N
Method: DFT, the ωB97M-V functional and the def2-TZVPD basis

Summary:
- SMILES string: CN.C
- Orbital gap: 0.3765 hartree
- LUMO energy: 1.053 eV

Cartesian coordinates (Å):
C  -0.298  -0.511  -1.077
N  -1.422  -0.860  -0.165
H  -0.597  -0.857  -2.126
H  -0.254  0.650  -1.093
H  0.684  -0.976  -0.760
H  -1.403  -1.841  0.068
H  -1.401  -0.264  0.696
C  1.463  1.234  1.085
H  0.458  1.451  0.676
H  1.325  1.328  2.205
H  1.835  0.267  0.583
H  2.314  1.922  0.856

---

(2)
Molecular formula: C2H9N2
Method: DFT, the ωB97M-V functional and the def2-TZVPD basis

Summary:
- 2S+1: 2
- Orbital gap (alpha / beta): 0.1610 / 0.4001 hartree
- LUMO energy (alpha / beta): 0.823 / 0.760 eV

Cartesian coordinates (Å):
C  0.359  -0.579  -0.456
N  0.510  -1.944  -0.017
C  -0.430  0.282  0.495
N  -0.393  1.771  0.264
H  1.403  -0.263  -0.663
H  -0.172  -0.493  -1.436
H  1.372  -2.449  -0.218
H  -0.112  -2.587  -0.561
H  -1.447  0.016  0.385
H  -0.180  -0.005  1.424
H  -1.067  2.170  0.848
H  -0.293  1.945  -0.702
H  0.449  2.137  0.637

---

Computed E_tot, in the same sequence as the records: -3709.103 -5195.972 eV.